A 10-piece molecular cluster, C35H97N8O10 overall in a non-equilibrium geometry, computed with ωB97M-V/def2-TZVPD.

Summary:
Total charge ... -1
Largest force on an atom ... 0.0625 hartree/bohr
Calculated total energy ... -70253.6030 eV
Kohn-Sham gap ... 3.49 eV
HOMO level ... -1.67 eV
Relative energy (zero: lowest compared OMol25 entry of this formula, charge and spin) ... 5.617 eV
Spin multiplicity ... 1

The geometry in XYZ format:
```
150
Properties=species:S:1:pos:R:3:forces:R:3
C 1.09089 -1.09022 0.10300 1.770 -2.310 -0.198
O 1.84593 -2.19458 -0.36996 -1.394 1.256 0.122
H 1.80763 -0.44471 0.61063 -0.070 1.119 0.191
H 0.45217 -0.54467 -0.59163 0.145 0.601 -1.026
H 0.33238 -1.32424 0.85000 -0.410 -0.560 0.884
C -6.18229 -0.76765 5.18785 -0.438 -1.975 -0.181
C -7.06707 -0.20040 6.32127 1.684 0.628 -0.512
C -6.44491 -0.57160 7.72469 -1.057 -1.099 -0.996
O -6.34754 -2.04401 7.83709 -0.295 1.532 0.208
C -7.58260 -2.75434 8.01137 0.531 0.437 -0.016
N -7.11929 1.26078 6.06502 -0.261 -0.180 1.107
H -6.21185 -1.85635 5.14360 0.104 -0.328 0.521
H -5.11737 -0.54127 5.24061 -0.088 0.446 0.367
H -6.50387 -0.57723 4.16392 -0.337 0.858 0.124
H -8.10102 -0.54294 6.27972 0.104 -0.330 -0.037
H -7.03298 -0.15595 8.54292 -0.432 -0.157 0.008
H -5.45757 -0.13522 7.87581 0.238 -0.413 -0.411
H -8.39953 -2.13937 8.38887 0.077 0.301 0.136
H -7.39374 -3.54525 8.73725 -0.006 -0.051 -0.081
H -7.92848 -3.19355 7.07566 0.117 -0.062 -0.161
H -6.16349 1.56351 5.94305 0.187 0.256 0.009
H -7.54577 1.37384 5.15649 -0.122 0.133 -0.089
C 6.60879 -4.25257 6.40193 -0.977 0.210 0.102
C 5.11037 -4.04108 6.07960 0.264 0.219 0.757
C 4.48921 -2.76466 6.73222 0.252 -0.881 -1.578
O 3.16506 -2.62326 6.19083 0.093 0.953 1.106
C 2.64816 -1.37817 6.67357 -0.301 0.342 -0.753
N 4.93847 -4.09051 4.62874 0.024 0.476 0.405
H 7.19872 -3.41507 6.02954 0.079 0.073 0.066
H 6.92571 -5.15864 5.88549 0.094 -0.023 0.090
H 6.75618 -4.37567 7.47488 0.178 0.015 0.009
H 4.56890 -4.86233 6.54912 -0.154 -0.309 -0.141
H 5.08649 -1.90361 6.43230 0.137 0.333 -0.004
H 4.47128 -2.81466 7.82093 -0.050 -0.171 0.171
H 3.14996 -0.53237 6.20355 0.820 0.047 0.260
H 2.67516 -1.30030 7.76045 0.194 -0.070 0.102
H 1.63631 -1.13308 6.35079 -0.325 -1.077 -0.056
H 4.39558 -3.28310 4.35771 -0.458 -0.103 -0.351
H 5.84182 -3.96000 4.19628 0.119 -0.059 -0.185
C -4.10432 -5.65446 -3.35451 0.462 0.329 0.678
C -4.48319 -5.68406 -1.84288 -0.778 0.795 -1.564
C -6.02675 -5.56196 -1.66172 -0.367 0.458 0.150
O -6.37030 -5.54378 -0.27004 -0.676 -0.008 1.204
C -7.81607 -5.64801 0.09449 1.837 0.947 -2.458
N -4.04345 -6.88930 -1.22606 -0.396 -1.193 1.038
H -4.24640 -4.71868 -3.89510 -0.931 0.079 0.217
H -4.58704 -6.50209 -3.84094 -0.085 0.136 -0.251
H -3.02861 -5.73415 -3.51132 0.160 -0.599 0.521
H -4.00728 -4.89035 -1.26700 -0.094 0.393 -0.302
H -6.56529 -6.40792 -2.08884 0.204 -0.378 -0.486
H -6.37251 -4.67160 -2.18689 -0.208 0.370 0.114
H -8.27249 -4.74396 -0.30859 -0.255 0.219 0.173
H -8.00660 -5.67469 1.16738 0.590 -0.440 -0.211
H -8.21710 -6.45031 -0.52485 -0.278 -0.464 0.601
H -4.25057 -7.71967 -1.76243 0.312 -0.076 -0.927
H -4.81717 -6.96037 -0.58077 0.494 -0.578 1.510
C 5.14896 7.06154 0.97052 0.183 0.132 -0.248
C 6.40195 7.92822 1.06013 0.116 -0.543 0.362
C 6.39240 9.11177 0.11554 -0.979 -0.087 -0.357
O 7.66217 9.73452 0.11401 0.450 0.320 -0.480
C 7.85707 10.82497 -0.78290 -0.884 -0.695 -1.387
N 6.50731 8.35173 2.43499 0.227 0.233 0.469
H 5.04843 6.39079 1.82380 0.496 -0.092 -0.075
H 5.17644 6.47790 0.05035 -0.453 0.066 -0.012
H 4.26231 7.68957 1.05729 -0.197 0.111 -0.484
H 7.28891 7.32688 0.86067 0.035 -0.114 -0.266
H 5.57732 9.77958 0.39441 0.087 0.682 0.815
H 5.93862 8.79519 -0.82359 1.093 -0.246 -1.006
H 7.16153 11.64873 -0.62248 0.324 0.290 0.566
H 7.65909 10.55253 -1.81957 -0.778 -0.705 -0.267
H 8.88589 11.11248 -0.99963 0.272 0.110 1.561
H 7.30690 8.96549 2.49860 0.136 0.241 0.261
H 5.68653 8.92311 2.57626 -0.128 0.293 0.550
C -3.32525 -8.63227 5.54676 0.740 0.124 -1.036
C -1.92248 -8.01423 5.84562 0.246 -2.371 0.861
C -0.90204 -9.14877 6.16787 -0.827 -0.788 -0.526
O -0.67724 -10.01002 5.04158 0.335 -1.167 0.684
C -0.53506 -11.42884 5.40052 -0.078 1.142 -1.152
N -1.37332 -7.22618 4.75784 -1.346 0.500 0.462
H -3.27746 -9.12075 4.57351 0.187 -0.352 0.015
H -4.14287 -7.92684 5.39856 0.188 0.472 0.414
H -3.63846 -9.36608 6.28939 0.184 0.093 0.112
H -2.04191 -7.46875 6.78172 0.164 0.336 0.263
H -1.31643 -9.81405 6.92536 -0.043 0.380 0.621
H 0.06190 -8.75442 6.48945 0.026 0.245 0.151
H 0.01299 -11.69334 6.30484 -0.031 0.699 0.377
H 0.04931 -11.87655 4.59668 -0.198 0.040 -0.167
H -1.52153 -11.89187 5.42475 -0.091 -0.044 0.111
H -0.69244 -6.60397 5.16937 0.599 0.020 -0.087
H -2.15933 -6.60195 4.64550 -0.050 0.659 -1.107
C -6.53516 5.93442 -8.68314 -1.994 0.060 1.479
C -5.07894 5.80329 -8.35226 -0.119 0.381 -1.338
C -4.63599 4.39103 -7.99748 0.144 -0.083 -0.075
O -5.18916 4.01592 -6.78494 -1.561 0.589 1.420
C -5.05167 2.68830 -6.36457 0.350 -0.442 -0.311
N -4.44503 6.23454 -9.61241 1.039 -0.231 0.044
H -6.84864 6.89369 -9.09499 0.664 0.181 -0.273
H -7.11398 5.91580 -7.75972 -0.165 -0.333 0.262
H -6.98738 5.17837 -9.32501 0.566 -0.233 -0.136
H -4.81538 6.51893 -7.57347 -0.033 -0.306 0.470
H -3.55160 4.34005 -7.89951 0.434 0.116 -0.265
H -4.94324 3.70429 -8.78621 -0.043 -0.119 -0.333
H -5.49638 1.98995 -7.07353 0.457 -0.133 -0.583
H -5.59696 2.41685 -5.46064 -0.086 1.004 0.277
H -3.99554 2.50875 -6.16344 0.136 -0.539 -0.198
H -3.50552 5.86623 -9.65454 0.361 -0.181 -0.131
H -4.29480 7.22932 -9.52331 -0.138 0.267 -0.293
C -2.68576 4.91007 -0.27864 0.267 0.689 -0.539
C -2.32116 6.04855 -1.30145 0.071 -2.199 -0.255
C -1.10857 5.67031 -2.19722 1.215 0.331 0.197
O -0.50050 6.82507 -2.79868 0.479 0.880 -0.528
C 0.52396 6.57277 -3.79732 -0.922 -0.354 0.294
N -3.48997 6.26416 -2.14927 0.106 1.566 0.039
H -3.18250 4.10188 -0.81545 0.249 -0.173 -0.077
H -3.42091 5.24945 0.45107 0.043 0.310 -0.092
H -1.83216 4.52281 0.27768 0.071 -0.010 -0.176
H -2.07095 6.97024 -0.77612 -0.109 0.055 -0.045
H -1.35615 5.02113 -3.03708 -0.472 -0.530 0.303
H -0.31592 5.22602 -1.59521 -0.041 -0.499 0.149
H 1.21330 7.40696 -3.92781 -0.208 0.216 0.689
H 0.09017 6.44379 -4.78893 -0.407 -0.194 -0.068
H 1.10263 5.67233 -3.59130 0.026 -0.052 0.306
H -3.71700 5.50710 -2.77810 0.243 -0.614 0.307
H -3.11311 6.96648 -2.76960 -0.613 0.560 -0.508
C 2.91013 -0.46368 -7.31542 1.203 -0.880 -0.505
C 4.03006 -1.47595 -7.78752 -1.630 0.609 2.056
C 4.94893 -0.84696 -8.79434 -1.290 -0.234 -0.284
O 5.69515 0.17635 -8.20322 1.525 0.078 -0.576
C 6.72588 0.68687 -9.08114 -1.141 -0.150 0.100
N 4.78066 -1.92354 -6.60368 0.640 -0.098 -1.144
H 2.32952 -0.89765 -6.50138 -0.084 -0.105 -0.163
H 2.27192 -0.24763 -8.17221 -0.152 0.423 0.175
H 3.44355 0.39624 -6.91033 -0.325 0.301 -0.220
H 3.51232 -2.28281 -8.30620 0.129 -0.382 0.084
H 4.23833 -0.46861 -9.52919 0.148 0.490 -0.554
H 5.49431 -1.64104 -9.30433 0.818 0.122 0.161
H 7.43552 1.28419 -8.50867 -0.175 -0.152 0.040
H 6.23881 1.29411 -9.84412 0.035 0.379 -0.040
H 7.22742 -0.10099 -9.64313 0.195 -0.302 0.349
H 4.29625 -1.82724 -5.72267 -0.316 0.012 -0.136
H 5.53871 -1.25613 -6.60252 0.417 -0.118 0.674
C 9.44547 1.05690 1.62044 0.600 -0.802 0.160
C 8.10620 0.56800 1.24622 -2.026 0.297 -0.511
O 8.10316 -0.62859 0.51663 0.838 -1.034 -0.281
H 9.34200 1.90192 2.30113 0.233 0.186 -0.322
H 10.02040 1.24251 0.71318 0.171 0.396 0.219
H 9.93171 0.24761 2.16516 0.297 0.050 0.107
H 7.60429 1.26146 0.57146 -0.109 0.773 0.390
H 7.47192 0.40607 2.11775 -0.017 0.349 0.353
H 7.18629 -0.79701 0.28731 -0.028 -0.236 -0.120
```
Positions in Å, forces in eV/Å.